# C10H16O

A 2-piece molecular cluster, C10H16O overall (ωB97M-V/def2-TZVPD, the OMol25 dataset).

SMILES   Cc1ccc(O)cc1.CCC
Energy above the lowest of the compared OMol25 structures with the same formula, charge and spin   91.7 kJ/mol
Spin multiplicity   1
Highest occupied orbital energy   -8.5 eV
Lowest unoccupied orbital energy   0.0309 hartree

Each atom is followed by the atoms it is bonded to, with distances in Å.
Cartesian coordinates (Å):
1 C -2.140 0.601 0.829  C2 1.535, C3 1.542, H4 1.085, H5 1.088
2 C -1.672 -0.112 2.106  C1 1.535, H6 1.089, H9 1.087, H10 1.090
3 C -1.414 1.944 0.617  C1 1.542, H7 1.093, H8 1.089, H11 1.092
4 H -1.939 0.014 -0.061  C1 1.085
5 H -3.213 0.768 0.903  C1 1.088
6 H -0.586 -0.185 2.140  C2 1.089
7 H -2.061 2.803 0.420  C3 1.093
8 H -0.798 2.218 1.472  C3 1.089
9 H -2.122 -1.102 2.127  C2 1.087
10 H -2.054 0.470 2.944  C2 1.090
11 H -0.739 1.933 -0.242  C3 1.092
12 C -0.248 -2.452 -1.616  C16 1.506, H24 1.083, H25 1.095, H27 1.084
13 C 2.324 -0.395 0.272  C14 1.373, C15 1.397, H20 1.090
14 C 2.223 0.818 -0.365  C13 1.373, C17 1.402, O19 1.367
15 C 1.579 -1.503 -0.138  C13 1.397, C16 1.385, H21 1.084
16 C 0.702 -1.360 -1.200  C12 1.506, C15 1.385, C18 1.399
17 C 1.374 0.972 -1.470  C14 1.402, C18 1.378, H22 1.076
18 C 0.654 -0.133 -1.869  C16 1.399, C17 1.378, H26 1.078
19 O 2.886 1.946 0.030  C14 1.367, H23 0.959
20 H 2.956 -0.415 1.159  C13 1.090
21 H 1.633 -2.413 0.448  C15 1.084
22 H 1.198 1.963 -1.850  C17 1.076
23 H 3.165 1.928 0.948  O19 0.959
24 H -1.230 -2.028 -1.782  C12 1.083
25 H -0.414 -3.164 -0.802  C12 1.095
26 H -0.157 -0.055 -2.575  C18 1.078
27 H 0.092 -3.060 -2.447  C12 1.084


# C10H16O

A 2-piece molecular cluster, C10H16O overall (ωB97M-V/def2-TZVPD, the OMol25 dataset).

SMILES   Cc1ccc(O)cc1.CCC
Energy above the lowest of the compared OMol25 structures with the same formula, charge and spin   154.9 kJ/mol
Spin multiplicity   1
Highest occupied orbital energy   -8.8 eV
Lowest unoccupied orbital energy   0.0334 hartree

Each atom is followed by the atoms it is bonded to, with distances in Å.
Cartesian coordinates (Å):
1 C 0.069 1.967 2.871  C3 1.509, H11 1.091, H12 1.093, H16 1.084
2 C 1.119 0.459 1.212  C3 1.395, C4 1.395, H9 1.083
3 C 0.757 1.764 1.545  C1 1.509, C2 1.395, C6 1.392
4 C 1.359 0.119 -0.119  C2 1.395, C5 1.383, H10 1.074
5 C 1.450 1.164 -1.021  C4 1.383, C7 1.381, O8 1.405
6 C 0.691 2.768 0.583  C3 1.392, C7 1.393, H13 1.082
7 C 1.059 2.455 -0.724  C5 1.381, C6 1.393, H15 1.079
8 O 1.783 0.918 -2.364  C5 1.405, H14 0.968
9 H 1.010 -0.358 1.913  C2 1.083
10 H 1.574 -0.901 -0.377  C4 1.074
11 H -0.811 2.603 2.756  C1 1.091
12 H 0.595 2.497 3.669  C1 1.093
13 H 0.173 3.665 0.898  C6 1.082
14 H 2.695 0.595 -2.340  O8 0.968
15 H 1.167 3.206 -1.491  C7 1.079
16 H -0.230 1.020 3.308  C1 1.084
17 C -1.677 -2.570 -0.642  C18 1.546, C19 1.533, H20 1.064, H21 1.086
18 C -2.170 -1.179 -1.105  C17 1.546, H22 1.100, H26 1.099, H27 1.084
19 C -0.247 -2.900 -1.084  C17 1.533, H23 1.088, H24 1.090, H25 1.069
20 H -1.598 -2.483 0.415  C17 1.064
21 H -2.412 -3.340 -0.856  C17 1.086
22 H -2.318 -0.516 -0.240  C18 1.100
23 H -0.110 -3.977 -1.151  C19 1.088
24 H 0.045 -2.523 -2.065  C19 1.090
25 H 0.453 -2.644 -0.318  C19 1.069
26 H -1.372 -0.564 -1.543  C18 1.099
27 H -3.053 -1.242 -1.730  C18 1.084


# C10H16O

A 2-piece molecular cluster, C10H16O overall (ωB97M-V/def2-TZVPD, the OMol25 dataset).

SMILES   Cc1ccc(O)cc1.CCC
Energy above the lowest of the compared OMol25 structures with the same formula, charge and spin   101.5 kJ/mol
Spin multiplicity   1
Highest occupied orbital energy   -8.4 eV
Lowest unoccupied orbital energy   0.0327 hartree

Each atom is followed by the atoms it is bonded to, with distances in Å.
Cartesian coordinates (Å):
1 C 1.958 -1.115 1.788  C2 1.523, C3 1.549, H4 1.092, H5 1.083
2 C 1.929 -1.452 3.273  C1 1.523, H6 1.089, H8 1.089, H9 1.091
3 C 1.518 0.356 1.576  C1 1.549, H7 1.083, H10 1.093, H11 1.091
4 H 2.960 -1.128 1.353  C1 1.092
5 H 1.315 -1.774 1.217  C1 1.083
6 H 0.921 -1.695 3.608  C2 1.089
7 H 0.440 0.452 1.597  C3 1.083
8 H 2.337 -0.625 3.851  C2 1.089
9 H 2.552 -2.309 3.534  C2 1.091
10 H 1.926 0.952 2.396  C3 1.093
11 H 1.891 0.814 0.660  C3 1.091
12 C 1.018 -1.789 -1.619  C16 1.503, H24 1.098, H25 1.087, H27 1.089
13 C -0.922 1.440 -1.790  C14 1.400, C15 1.379, H20 1.087
14 C -1.703 1.379 -0.630  C13 1.400, C17 1.377, O19 1.369
15 C -0.147 0.380 -2.213  C13 1.379, C16 1.403, H21 1.082
16 C 0.015 -0.706 -1.338  C12 1.503, C15 1.403, C18 1.384
17 C -1.656 0.258 0.167  C14 1.377, C18 1.393, H22 1.081
18 C -0.760 -0.746 -0.192  C16 1.384, C17 1.393, H26 1.083
19 O -2.566 2.413 -0.390  C14 1.369, H23 0.967
20 H -1.091 2.255 -2.488  C13 1.087
21 H 0.351 0.324 -3.172  C15 1.082
22 H -2.302 0.148 1.027  C17 1.081
23 H -2.286 3.198 -0.881  O19 0.967
24 H 0.711 -2.273 -2.556  C12 1.098
25 H 1.020 -2.612 -0.909  C12 1.087
26 H -0.649 -1.618 0.440  C18 1.083
27 H 2.039 -1.441 -1.773  C12 1.089


# C10H16O

A 2-piece molecular cluster, C10H16O overall (ωB97M-V/def2-TZVPD, the OMol25 dataset).

SMILES   CCc1ccccc1.CCO
Energy above the lowest of the compared OMol25 structures with the same formula, charge and spin   176.0 kJ/mol
Spin multiplicity   1
Highest occupied orbital energy   -9.1 eV
Lowest unoccupied orbital energy   0.0288 hartree

Each atom is followed by the atoms it is bonded to, with distances in Å.
Cartesian coordinates (Å):
1 C 2.363 1.731 1.289  C2 1.493, O3 1.445, H4 1.103, H5 1.094
2 C 2.304 2.819 2.310  C1 1.493, H6 1.098, H8 1.110, H9 1.089
3 O 3.624 1.905 0.605  C1 1.445, H7 0.954
4 H 2.491 0.761 1.799  C1 1.103
5 H 1.536 1.804 0.577  C1 1.094
6 H 1.382 2.910 2.899  C2 1.098
7 H 3.419 2.107 -0.305  O3 0.954
8 H 2.486 3.864 1.983  C2 1.110
9 H 3.131 2.892 3.014  C2 1.089
10 C -0.522 0.030 0.242  C11 1.560, C12 1.488, H18 1.080, H19 1.116
11 C -0.265 -0.730 1.580  C10 1.560, H20 1.085, H26 1.104, H27 1.088
12 C -1.185 -0.773 -0.821  C10 1.488, C13 1.412, C14 1.388
13 C -2.590 -0.876 -0.906  C12 1.412, C15 1.380, H21 1.085
14 C -0.441 -1.463 -1.768  C12 1.388, C16 1.404, H22 1.094
15 C -3.122 -1.653 -1.915  C13 1.380, C17 1.403, H23 1.089
16 C -0.966 -2.304 -2.762  C14 1.404, C17 1.375, H24 1.084
17 C -2.336 -2.306 -2.876  C15 1.403, C16 1.375, H25 1.086
18 H -1.011 0.975 0.425  C10 1.080
19 H 0.444 0.405 -0.174  C10 1.116
20 H 0.593 -1.382 1.454  C11 1.085
21 H -3.281 -0.439 -0.193  C13 1.085
22 H 0.610 -1.495 -1.466  C14 1.094
23 H -4.194 -1.829 -1.998  C15 1.089
24 H -0.263 -2.692 -3.490  C16 1.084
25 H -2.826 -2.936 -3.613  C17 1.086
26 H -1.177 -1.333 1.734  C11 1.104
27 H -0.204 0.009 2.376  C11 1.088


# C10H16O

A 2-piece molecular cluster, C10H16O overall (ωB97M-V/def2-TZVPD, the OMol25 dataset).

SMILES   Cc1ccc(O)cc1.CCC
Energy above the lowest of the compared OMol25 structures with the same formula, charge and spin   154.4 kJ/mol
Spin multiplicity   1
Highest occupied orbital energy   -8.3 eV
Lowest unoccupied orbital energy   0.0333 hartree

Each atom is followed by the atoms it is bonded to, with distances in Å.
Cartesian coordinates (Å):
1 C -3.488 0.953 -0.864  C2 1.580, C3 1.512, H4 1.089, H5 1.097
2 C -2.248 1.930 -0.795  C1 1.580, H6 1.084, H9 1.084, H10 1.092
3 C -3.221 -0.289 -0.043  C1 1.512, H7 1.088, H8 1.088, H11 1.098
4 H -4.447 1.348 -0.532  C1 1.089
5 H -3.532 0.774 -1.946  C1 1.097
6 H -1.473 1.285 -1.195  C2 1.084
7 H -2.348 -0.885 -0.299  C3 1.088
8 H -3.166 -0.038 1.014  C3 1.088
9 H -2.225 2.409 0.177  C2 1.084
10 H -2.445 2.772 -1.460  C2 1.092
11 H -4.084 -0.965 -0.078  C3 1.098
12 C 2.910 1.715 0.012  C16 1.514, H24 1.093, H25 1.080, H27 1.102
13 C 0.645 -1.177 1.056  C14 1.402, C15 1.384, H20 1.082
14 C 1.334 -2.261 0.494  C13 1.402, C17 1.383, O19 1.375
15 C 1.163 0.100 0.926  C13 1.384, C16 1.386, H21 1.088
16 C 2.408 0.331 0.362  C12 1.514, C15 1.386, C18 1.385
17 C 2.622 -2.065 0.028  C14 1.383, C18 1.409, H22 1.087
18 C 3.195 -0.781 0.113  C16 1.385, C17 1.409, H26 1.085
19 O 0.582 -3.406 0.380  C14 1.375, H23 0.960
20 H -0.365 -1.284 1.431  C13 1.082
21 H 0.612 0.921 1.378  C15 1.088
22 H 3.276 -2.931 -0.044  C17 1.087
23 H 1.163 -4.051 -0.031  O19 0.960
24 H 2.139 2.151 -0.628  C12 1.093
25 H 3.943 1.695 -0.304  C12 1.080
26 H 4.263 -0.652 -0.021  C18 1.085
27 H 2.788 2.400 0.867  C12 1.102


# C10H16O

A 2-piece molecular cluster, C10H16O overall (ωB97M-V/def2-TZVPD, the OMol25 dataset).

SMILES   Cc1ccc(O)cc1.CCC
Energy above the lowest of the compared OMol25 structures with the same formula, charge and spin   180.3 kJ/mol
Spin multiplicity   1
Highest occupied orbital energy   -8.4 eV
Lowest unoccupied orbital energy   0.0326 hartree

Each atom is followed by the atoms it is bonded to, with distances in Å.
Cartesian coordinates (Å):
1 C 2.050 1.794 -1.127  C5 1.515, H13 1.078, H14 1.114, H16 1.109
2 C 0.658 -0.158 1.884  C3 1.382, C4 1.387, H9 1.089
3 C 0.878 0.807 0.918  C2 1.382, C5 1.409, H10 1.079
4 C 1.367 -1.340 1.730  C2 1.387, C6 1.417, O8 1.404
5 C 1.756 0.654 -0.173  C1 1.515, C3 1.409, C7 1.374
6 C 2.338 -1.546 0.720  C4 1.417, C7 1.379, H12 1.094
7 C 2.386 -0.564 -0.246  C5 1.374, C6 1.379, H15 1.138
8 O 1.007 -2.449 2.512  C4 1.404, H11 1.010
9 H -0.105 -0.210 2.659  C2 1.089
10 H 0.386 1.742 1.140  C3 1.079
11 H 1.769 -3.046 2.225  O8 1.010
12 H 2.979 -2.422 0.581  C6 1.094
13 H 2.413 2.704 -0.676  C1 1.078
14 H 1.058 2.077 -1.547  C1 1.114
15 H 3.072 -0.692 -1.146  C7 1.138
16 H 2.600 1.523 -2.052  C1 1.109
17 C -1.920 -0.165 -0.342  C18 1.522, C19 1.578, H20 1.072, H21 1.083
18 C -1.845 0.264 -1.800  C17 1.522, H22 1.085, H25 1.113, H26 1.141
19 C -3.319 0.210 0.284  C17 1.578, H23 1.073, H24 1.093, H27 1.087
20 H -1.851 -1.233 -0.284  C17 1.072
21 H -1.107 0.268 0.226  C17 1.083
22 H -1.591 1.289 -2.049  C18 1.085
23 H -3.349 1.275 0.156  C19 1.073
24 H -4.112 -0.258 -0.304  C19 1.093
25 H -2.866 0.037 -2.182  C18 1.113
26 H -1.086 -0.370 -2.368  C18 1.141
27 H -3.566 -0.192 1.263  C19 1.087


no.,orbital gap (eV),total energy (hartree)
1,9.309,-465.862855
2,9.673,-465.838819
3,9.289,-465.859142
4,9.886,-465.830768
5,9.198,-465.838974
6,9.307,-465.829125